The following is a quantum chemistry calculation of C21H36CdP2Te as an isolated structure at a distorted geometry, from the Open Molecules 2025 dataset.

The geometry in XYZ format:
```
61
Properties=species:S:1:pos:R:3:nbo_charge:R:1
P -3.291 -1.310 -1.322 0.921
C -3.854 -2.826 -0.461 -0.749
C 0.376 -2.077 0.513 -0.560
H 5.020 5.771 1.933 0.224
H -2.526 -3.608 3.733 0.233
Cd 2.572 2.476 0.701 1.157
C -0.398 -1.450 1.574 -0.473
C 6.406 6.001 0.245 -0.210
H 8.075 3.417 -1.264 0.215
C -0.557 0.082 1.246 -0.409
H -2.510 -0.421 0.615 0.206
H -1.328 -2.308 4.036 0.247
C 7.268 5.327 -0.641 -0.217
H 0.913 2.511 -1.491 0.224
H 2.626 2.497 -1.969 0.219
C -3.623 -2.807 1.058 -0.724
H 6.745 2.106 0.459 0.224
H 0.066 -1.550 2.570 0.240
C -1.695 0.606 -1.114 -0.217
C -1.778 0.392 0.388 -0.475
C -1.249 -4.199 1.368 -0.973
H 1.316 -2.575 0.744 0.203
H -0.015 -2.965 -1.369 0.191
H -3.885 -3.804 1.451 0.237
C 5.669 5.287 1.195 -0.249
H -1.851 -4.913 1.942 0.223
H -1.333 -4.430 0.298 0.251
C 0.318 -0.823 -1.725 -0.468
H -0.200 -4.270 1.679 0.271
C 5.763 3.876 1.218 -0.244
C 7.378 3.925 -0.592 -0.209
P -1.904 -2.541 1.709 1.430
H -3.058 -2.655 -3.296 0.243
H -3.388 -3.695 -0.954 0.231
H 0.693 -1.275 -2.655 0.207
H 6.349 7.093 0.220 0.215
H 1.177 -0.290 -1.266 0.217
H -0.908 0.420 -3.071 0.200
H -4.746 -0.090 0.199 0.233
H -1.273 -1.903 -0.723 0.188
H -2.285 1.282 0.811 0.218
C -0.843 0.055 -2.033 -0.166
H -2.352 1.421 -1.463 0.209
H -4.932 -2.862 -0.683 0.213
H 1.865 4.016 -1.447 0.219
H -5.564 -0.604 -1.311 0.210
H 0.366 0.468 0.792 0.208
H -0.677 0.627 2.196 0.195
H -3.045 -1.890 3.713 0.244
C 6.653 3.190 0.355 -0.248
C -0.153 -2.012 -0.825 -0.469
C -3.500 -1.676 -3.071 -0.970
H 7.865 5.895 -1.357 0.215
C -2.229 -2.584 3.478 -0.975
C -4.644 -0.181 -0.890 -0.966
H -4.450 0.804 -1.326 0.238
H -4.575 -1.682 -3.289 0.214
C 1.899 2.933 -1.269 -1.246
Te 4.524 2.789 2.512 -0.293
H -4.286 -2.097 1.577 0.231
H -2.996 -0.898 -3.655 0.244
```

Orbital gap (spin up / spin down)   4.93 / 4.93 eV
Highest occupied orbital energy (spin up / spin down)   -0.17724 / -0.17716 Ha
Relative energy (zero: lowest compared OMol25 entry of this formula, charge and spin)   0.000 eV
Electronic energy   -52788.974 eV
Max |F|   4.26 eV Å⁻¹